Record 1
Computed, not measured: a 2-piece molecular cluster, CH7NO2 overall in a non-equilibrium geometry, with ωB97M-V/def2-TZVPD.

Each line ends with the Löwdin charge.
Positions of all 11 atoms, in Å:
N: -0.7188 -2.2961 -1.3120  0.042
C: 0.0503 -1.3236 -2.0576  -0.354
O: 0.2267 -0.0803 -1.4060  -0.068
H: -1.5328 -2.6013 -1.7862  0.058
H: -0.6951 -1.9843 -0.3906  0.047
H: -0.3640 -1.0016 -2.9245  0.079
H: 0.9619 -1.8418 -2.2450  0.098
H: 1.0718 0.3474 -1.6497  0.097
H: 0.5701 3.9857 5.2740  0.049
H: 0.1147 3.5802 3.7940  0.059
O: 0.3151 3.2157 4.7037  -0.108

SMILES: NCO.O
Highest occupied orbital energy, eV: -9.1
Max |F|, eV/Å: 3.6

Record 2
Computed, not measured: a 2-piece molecular cluster, CH7NOS overall in a non-equilibrium geometry, with ωB97M-V/def2-TZVPD.

Each line ends with the Löwdin charge.
Positions of all 11 atoms, in Å:
S: 3.1108 0.1508 -1.8920  0.473
H: 2.4780 0.6635 -2.9252  -0.248
H: 2.1328 -0.1183 -0.9968  -0.224
N: -2.8598 0.7654 1.3062  0.009
C: -2.1637 -0.4477 1.7676  -0.363
O: -1.1534 -0.8249 0.8811  -0.059
H: -3.8395 0.7955 1.5486  0.063
H: -2.4620 1.5211 1.8474  0.062
H: -2.8574 -1.2906 1.8799  0.112
H: -1.8221 -0.2091 2.7812  0.105
H: -1.1397 -0.1429 0.2101  0.070

SMILES: NCO.S
Highest occupied orbital energy, eV: -9.7
Max |F|, eV/Å: 1.6

Record 3
Computed, not measured: a 2-piece molecular cluster, CH7NOSi2 overall in a non-equilibrium geometry, with ωB97M-V/def2-TZVPD.

Each line ends with the Löwdin charge.
Positions of all 12 atoms, in Å:
C: 2.0974 -1.2994 -0.7189  0.096
N: 0.5155 0.2061 0.2291  -0.462
O: 2.6184 -0.6949 -1.6007  0.133
Si: 0.1357 1.8426 -0.0978  0.362
Si: -0.5792 -0.9542 0.8945  0.355
H: 1.8940 -2.1494 -0.0374  0.109
H: -0.8471 2.0890 -1.0851  -0.124
H: -0.5385 2.4633 0.9952  -0.102
H: 1.2641 2.5793 -0.6166  -0.103
H: 0.2406 -1.6487 1.8779  -0.104
H: -1.6132 -0.0092 1.7036  -0.049
H: -1.2857 -1.8827 0.0386  -0.113

Highest occupied orbital energy, eV: -8.7
Max |F|, eV/Å: 6.3

Record 4
Computed, not measured: a 2-piece molecular cluster, CH7NS overall in a non-equilibrium geometry, with ωB97M-V/def2-TZVPD.

Each line ends with the Löwdin charge.
Positions of all 10 atoms, in Å:
S: -0.7800 -2.2022 1.0531  0.279
H: -1.6758 -3.1384 0.7441  -0.276
C: 0.9698 0.9213 -0.3062  -0.137
N: -0.4285 0.4198 -0.1914  -0.113
H: 1.2919 0.9573 -1.3335  0.072
H: 1.0230 1.9352 0.1070  0.074
H: 1.6809 0.4756 0.3891  0.074
H: -0.3081 -0.8354 0.6945  -0.164
H: -0.7561 0.2301 -1.1349  0.093
H: -1.0171 1.2366 -0.0218  0.098

SMILES: CN.S
Highest occupied orbital energy, eV: -8.3
Max |F|, eV/Å: 3.3

Record 5
Computed, not measured: a 2-piece molecular cluster, CH7NS2 overall in a non-equilibrium geometry, with ωB97M-V/def2-TZVPD.

Each line ends with the Löwdin charge.
Positions of all 11 atoms, in Å:
S: 3.6690 -0.0240 -0.1224  0.213
S: 2.9844 1.5918 1.0567  0.221
H: 4.6146 -0.4906 0.7340  -0.205
H: 2.0871 0.9821 1.8093  -0.233
C: -1.9492 -0.6603 -0.8934  -0.219
N: -1.7150 0.0488 0.3538  -0.070
H: -2.7461 -0.3030 -1.5530  0.062
H: -2.2735 -1.6957 -0.7398  0.061
H: -1.0418 -0.7512 -1.4879  0.065
H: -2.5996 0.5096 0.5588  0.056
H: -1.0299 0.7927 0.2840  0.050

SMILES: CN.SS
Highest occupied orbital energy, eV: -9.4
Max |F|, eV/Å: 1.3

Record 6
Computed, not measured: a 2-piece molecular cluster, CH7NS2 overall in a non-equilibrium geometry, with ωB97M-V/def2-TZVPD.

Each line ends with the Löwdin charge.
Positions of all 11 atoms, in Å:
S: -2.5708 -0.8151 0.7585  0.224
S: -1.7663 0.9522 1.5956  0.213
H: -1.6560 -1.1182 -0.1786  -0.243
H: -1.7426 0.6930 2.9196  -0.213
C: 1.2855 0.5455 -0.9465  -0.175
N: 0.5102 -0.5842 -0.3825  -0.111
H: 1.6838 1.2042 -0.1777  0.069
H: 2.0426 0.1095 -1.6046  0.062
H: 0.7206 1.1808 -1.6479  0.065
H: 0.8826 -0.7183 0.5480  0.054
H: 0.6103 -1.4495 -0.8839  0.056

SMILES: CN.SS
Highest occupied orbital energy, eV: -8.7
Max |F|, eV/Å: 1.7

Record 7
Computed, not measured: a 2-piece molecular cluster, CH7NS2 overall, with ωB97M-V/def2-TZVPD.

Each line ends with the Löwdin charge.
Positions of all 11 atoms, in Å:
N: -0.3251 1.6347 -1.0121  0.032
H: 0.5299 1.9903 -1.4455  0.036
H: -0.3886 0.6523 -1.2444  -0.052
H: -1.0951 2.0854 -1.4897  0.033
C: -0.5058 -0.5843 1.3012  -0.394
S: -0.2906 -1.6516 -0.1011  0.705
S: 1.7158 -2.0677 -0.0973  0.554
H: -0.5064 -1.2289 2.1814  0.074
H: -1.4846 -0.0954 1.2083  0.072
H: 0.2938 0.1488 1.3507  0.057
H: 2.0565 -0.8834 -0.6514  -0.118

Total charge: +1
2S+1: 2
Highest occupied orbital energy (spin up / spin down), eV: -14.4 / -14.3
Max |F|, eV/Å: 0.9

Record 8
Computed, not measured: a 2-piece molecular cluster, CH7O2 overall in a non-equilibrium geometry, with ωB97M-V/def2-TZVPD.

Each line ends with the Löwdin charge.
Positions of all 10 atoms, in Å:
O: 0.6121 -2.0012 0.2234  -0.023
H: 1.2767 -2.1266 0.9296  0.101
H: 0.8031 -2.6693 -0.4651  0.103
H: -0.2325 -0.5952 -0.0810  0.105
C: -0.1615 1.6022 -0.0066  0.102
O: -0.6443 0.2378 -0.4555  0.092
H: 0.6718 1.8503 -0.6588  0.111
H: -1.0168 2.2547 -0.1061  0.115
H: 0.2804 1.4090 0.9644  0.109
H: -1.5890 0.0383 -0.3442  0.185

Total charge: +1
Highest occupied orbital energy, eV: -17.2
Max |F|, eV/Å: 1.4